## i
Below is a 2-piece molecular cluster, C4H7NO2 overall, with properties calculated with ωB97M-V/def2-TZVPD.

Each atom is followed by the atoms it is bonded to, with distances in Å.
Atoms and positions in Å:
1 C 0.681 1.283 1.138  H8 1.088, H9 1.120, H10 1.130, H14 1.324
2 C -0.491 0.179 -1.363  C3 1.510, O7 1.206, H11 1.100
3 C 0.394 -0.993 -1.010  C2 1.510, N4 1.427, H12 1.103, H13 1.096
4 N -0.169 -1.702 0.093  C3 1.427, C5 1.227
5 C -1.207 -1.445 0.694  N4 1.227, O6 1.170
6 O -2.119 -1.426 1.427  C5 1.170
7 O -1.520 0.385 -0.767  C2 1.206
8 H 1.093 1.704 2.053  C1 1.088
9 H -0.347 1.724 1.084  C1 1.120
10 H 1.202 1.847 0.309  C1 1.130
11 H -0.210 0.780 -2.240  C2 1.100
12 H 1.435 -0.679 -0.825  C3 1.103
13 H 0.432 -1.635 -1.897  C3 1.096
14 H 0.827 -0.022 1.304  C1 1.324

Summary:
**HOMO-LUMO gap**: 10.999 eV
**HOMO**: -10.287 eV
**LUMO**: 0.026 Ha
**SMILES**: O=C=NCC=O.C

Here are the natural (NBO) charges for atoms 1 to 6, given in e: number 1, C, carries -0.902; number 2, C, carries 0.435; number 3, C, carries -0.331; number 4, N, carries -0.585; number 5, C, carries 0.893; number 6, O, carries -0.501

## ii
Below is one molecule with the formula C4H7NO2, with properties calculated with ωB97M-V/def2-TZVPD.

Each atom is followed by the atoms it is bonded to, with distances in Å.
Atoms and positions in Å:
1 C 1.128 -1.154 0.077  C2 1.508, H8 1.093, H9 1.097, H10 1.094
2 C 0.011 -0.585 0.916  C1 1.508, N3 1.259, O4 1.376
3 N -0.944 -1.193 1.468  C2 1.259, H11 1.019
4 O 0.115 0.775 1.097  C2 1.376, C5 1.423
5 C -0.325 1.618 0.038  O4 1.423, C6 1.528, H12 1.096, H13 1.095
6 C -0.777 0.883 -1.224  C5 1.528, O7 1.205, H14 1.109
7 O -1.776 0.212 -1.273  C6 1.205
8 H 1.102 -2.246 0.038  C1 1.093
9 H 1.061 -0.782 -0.952  C1 1.097
10 H 2.089 -0.825 0.482  C1 1.094
11 H -0.874 -2.188 1.257  N3 1.019
12 H -1.180 2.198 0.403  C5 1.096
13 H 0.494 2.300 -0.213  C5 1.095
14 H -0.125 0.987 -2.114  C6 1.109

Summary:
**HOMO-LUMO gap**: 10.513 eV
**HOMO**: -10.055 eV
**LUMO**: 0.017 Ha
**SMILES**: [H]/N=C(\C)OCC=O

Here are the natural (NBO) charges for atoms 1 to 6, given in e: number 1, C, carries -0.705; number 2, C, carries 0.557; number 3, N, carries -0.609; number 4, O, carries -0.523; number 5, C, carries -0.165; number 6, C, carries 0.389

## iii
Below is one molecule with the formula C4H7NO2, with properties calculated with ωB97M-V/def2-TZVPD.

Each atom is followed by the atoms it is bonded to, with distances in Å.
Atoms and positions in Å:
1 C -0.056 0.010 -1.247  C2 1.688, H8 1.078, H9 1.088, H10 1.135
2 C 0.692 0.887 -0.013  C1 1.688, N3 1.253, O4 1.360
3 N 1.815 1.435 -0.105  C2 1.253, H11 1.016
4 O -0.135 1.168 1.030  C2 1.360, C5 1.411
5 C -0.988 0.057 1.198  O4 1.411, C6 1.530, H12 1.093, H13 1.099
6 C -0.209 -1.163 0.704  C5 1.530, O7 1.210, H14 1.098
7 O 0.984 -1.235 0.895  C6 1.210
8 H -0.531 0.855 -1.720  C1 1.078
9 H 0.766 -0.416 -1.819  C1 1.088
10 H -0.858 -0.785 -1.355  C1 1.135
11 H 2.399 1.077 -0.855  N3 1.016
12 H -1.132 -0.126 2.267  C5 1.093
13 H -1.959 0.242 0.716  C5 1.099
14 H -0.787 -2.006 0.303  C6 1.098

Summary:
**HOMO-LUMO gap**: 10.483 eV
**HOMO**: -9.848 eV
**LUMO**: 0.023 Ha
**SMILES**: [H]/N=C(\C)OCC=O

Here are the natural (NBO) charges for atoms 1 to 6, given in e: number 1, C, carries -0.774; number 2, C, carries 0.629; number 3, N, carries -0.676; number 4, O, carries -0.492; number 5, C, carries -0.177; number 6, C, carries 0.398

Q: Which of them is the least stable? A: iii.

## i
Below is one molecule with the formula C4H7NO2, with properties calculated with ωB97M-V/def2-TZVPD.

Each atom is followed by the atoms it is bonded to, with distances in Å.
Atoms and positions in Å:
1 C -1.099 -1.150 0.488  C2 1.527, H8 1.090, H9 1.094, H10 1.092
2 C -0.411 -0.052 -0.322  C1 1.527, C3 1.547, C5 1.530, H11 1.103
3 C -1.016 1.308 0.100  C2 1.547, O4 1.203, H12 1.109
4 O -1.779 1.446 1.020  C3 1.203
5 C 1.041 0.267 0.039  C2 1.530, O6 1.223, N7 1.362
6 O 1.247 0.965 1.022  C5 1.223
7 N 2.061 -0.043 -0.809  C5 1.362, H13 1.006, H14 1.008
8 H -1.053 -0.898 1.547  C1 1.090
9 H -2.157 -1.165 0.212  C1 1.094
10 H -0.693 -2.153 0.341  C1 1.092
11 H -0.522 -0.233 -1.404  C2 1.103
12 H -0.614 2.170 -0.470  C3 1.109
13 H 2.072 -0.794 -1.479  N7 1.006
14 H 2.953 0.331 -0.523  N7 1.008

Summary:
**HOMO-LUMO gap**: 10.513 eV
**HOMO**: -9.814 eV
**LUMO**: 0.026 Ha
**SMILES**: C[C@@H](C=O)C(N)=O

Here are the natural (NBO) charges for atoms 1 to 6, given in e: number 1, C, carries -0.605; number 2, C, carries -0.419; number 3, C, carries 0.468; number 4, O, carries -0.510; number 5, C, carries 0.673; number 6, O, carries -0.604

## ii
Below is one molecule with the formula C4H7NO2, with properties calculated with ωB97M-V/def2-TZVPD.

Each atom is followed by the atoms it is bonded to, with distances in Å.
Atoms and positions in Å:
1 O 0.056 -0.462 -1.942  C2 1.416, H8 0.966
2 C 0.847 -0.622 -0.779  O1 1.416, C3 1.494, C5 1.549, H9 1.102
3 C 1.474 0.664 -0.352  C2 1.494, H11 1.107
4 N -0.161 0.407 1.140  C5 1.468, C6 1.370, H10 1.021
5 C -0.002 -0.899 0.487  C2 1.549, N4 1.468, H12 1.094, H13 1.094
6 C -1.274 1.181 0.947  N4 1.370, O7 1.212, H14 1.106
7 O -2.351 0.754 0.589  C6 1.212
8 H -0.267 -1.328 -2.223  O1 0.966
9 H 1.624 -1.389 -0.927  C2 1.102
10 H 0.715 0.847 1.427  N4 1.021
11 H 0.959 1.462 -0.922  C3 1.107
12 H 0.460 -1.607 1.181  C5 1.094
13 H -0.998 -1.260 0.217  C5 1.094
14 H -1.081 2.250 1.156  C6 1.106

Summary:
**HOMO-LUMO gap**: 8.965 eV
**HOMO**: -9.316 eV
**LUMO**: -0.013 Ha

Here are the natural (NBO) charges for atoms 1 to 6, given in e: number 1, O, carries -0.722; number 2, C, carries -0.096; number 3, C, carries -0.079; number 4, N, carries -0.622; number 5, C, carries -0.238; number 6, C, carries 0.532

## iii
Below is one molecule with the formula C4H7NO2, with properties calculated with ωB97M-V/def2-TZVPD.

Each atom is followed by the atoms it is bonded to, with distances in Å.
Atoms and positions in Å:
1 C -0.788 0.163 -1.253  C4 1.506, H10 1.087, H11 1.090, H12 1.091
2 N 1.261 -0.980 0.646  C3 1.741, O6 1.407, H9 1.020
3 C 0.972 0.726 0.457  N2 1.741, C4 1.467, O7 1.173
4 C -0.417 0.332 0.197  C1 1.506, C3 1.467, C5 1.353
5 C -1.321 0.674 1.144  C4 1.353, H13 1.080, H14 1.078
6 O 1.427 -1.659 -0.576  N2 1.407, H8 0.968
7 O 1.652 1.469 1.059  C3 1.173
8 H 2.238 -1.335 -0.993  O6 0.968
9 H 1.050 -1.717 1.319  N2 1.020
10 H -0.593 -0.832 -1.642  C1 1.087
11 H -1.853 0.328 -1.414  C1 1.090
12 H -0.250 0.858 -1.900  C1 1.091
13 H -2.340 0.886 0.856  C5 1.080
14 H -1.041 1.087 2.099  C5 1.078

Summary:
**HOMO-LUMO gap (alpha / beta)**: 7.568 / 7.569 eV
**HOMO (alpha / beta)**: -7.702 / -7.702 eV
**LUMO (alpha / beta)**: -0.005 / -0.005 Ha
**SMILES**: C=C(C)C(=O)NO

Here are the natural (NBO) charges for atoms 1 to 6, given in e: number 1, C, carries -0.635; number 2, N, carries -0.505; number 3, C, carries 0.746; number 4, C, carries -0.057; number 5, C, carries -0.474; number 6, O, carries -0.593

Q: Which of them is the least stable? A: iii.

## i
Below is one molecule with the formula C4H7NO2, with properties calculated with ωB97M-V/def2-TZVPD.

Each atom is followed by the atoms it is bonded to, with distances in Å.
Atoms and positions in Å:
1 C -0.151 -0.396 -0.511  C2 1.537, C4 1.452, N5 1.246
2 C 0.631 0.613 0.344  C1 1.537, O6 1.435, H8 1.125, H9 1.044
3 C 2.370 -0.647 1.518  O6 1.315, O7 1.313
4 C -1.434 -0.044 -1.091  C1 1.452, H11 1.164, H12 1.134, H13 1.011
5 N 0.280 -1.564 -0.552  C1 1.246, H10 1.037
6 O 1.294 0.109 1.512  C2 1.435, C3 1.315
7 O 2.758 -0.827 2.759  C3 1.313, H14 1.047
8 H 1.260 0.953 -0.525  C2 1.125
9 H 0.178 1.502 0.653  C2 1.044
10 H 1.156 -1.742 -0.026  N5 1.037
11 H -2.179 -0.191 -0.208  C4 1.164
12 H -1.768 -0.773 -1.893  C4 1.134
13 H -1.458 0.917 -1.403  C4 1.011
14 H 2.227 -0.197 3.405  O7 1.047

Summary:
**HOMO-LUMO gap**: 9.862 eV
**HOMO**: -9.182 eV
**LUMO**: 0.025 Ha

Here are the natural (NBO) charges for atoms 1 to 6, given in e: number 1, C, carries 0.264; number 2, C, carries -0.140; number 3, C, carries 0.426; number 4, C, carries -0.654; number 5, N, carries -0.620; number 6, O, carries -0.537

## ii
Below is a 2-piece molecular cluster, C4H7NO2 overall, with properties calculated with ωB97M-V/def2-TZVPD.

Each atom is followed by the atoms it is bonded to, with distances in Å.
Atoms and positions in Å:
1 C -0.459 1.721 -0.875  H8 1.085, H9 1.085, H10 1.083
2 C 0.573 -0.324 -0.376  C3 1.435, C5 1.436, H11 1.088
3 C 1.782 -0.424 0.391  C2 1.435, O4 1.223, H12 1.117
4 O 2.913 -0.309 -0.061  C3 1.223
5 C -0.731 -0.521 0.190  C2 1.436, O6 1.266, N7 1.346
6 O -1.635 0.316 -0.107  C5 1.266
7 N -1.039 -1.504 1.056  C5 1.346, H13 1.007, H14 1.009
8 H -0.203 2.221 0.053  C1 1.085
9 H 0.353 1.676 -1.593  C1 1.085
10 H -1.402 2.030 -1.310  C1 1.083
11 H 0.662 -0.483 -1.449  C2 1.088
12 H 1.635 -0.558 1.490  C3 1.117
13 H -0.484 -2.341 1.136  N7 1.007
14 H -1.965 -1.500 1.456  N7 1.009

Summary:
**HOMO-LUMO gap (alpha / beta)**: 7.588 / 7.589 eV
**HOMO (alpha / beta)**: -8.006 / -8.007 eV
**LUMO (alpha / beta)**: -0.015 / -0.015 Ha

Here are the natural (NBO) charges for atoms 1 to 6, given in e: number 1, C, carries -0.232; number 2, C, carries -0.591; number 3, C, carries 0.355; number 4, O, carries -0.593; number 5, C, carries 0.662; number 6, O, carries -0.583

Q: Which of them is the least stable? A: ii.

## i
Below is a 2-piece molecular cluster, C14H16 overall, with properties calculated with ωB97M-V/def2-TZVPD.

Each atom is followed by the atoms it is bonded to, with distances in Å.
Atoms and positions in Å:
1 C 2.667 0.761 -1.818  C5 1.507, H12 1.092, H13 1.091, H15 1.088
2 C -0.528 -0.730 -3.250  C3 1.380, C4 1.400, H8 1.083
3 C -1.495 0.094 -2.710  C2 1.380, C6 1.399, H9 1.086
4 C 0.827 -0.462 -3.020  C2 1.400, C5 1.390, H10 1.082
5 C 1.210 0.449 -2.043  C1 1.507, C4 1.390, C7 1.394
6 C -1.129 0.938 -1.657  C3 1.399, C7 1.389, H11 1.084
7 C 0.213 1.157 -1.373  C5 1.394, C6 1.389, H14 1.084
8 H -0.772 -1.534 -3.933  C2 1.083
9 H -2.560 -0.086 -2.821  C3 1.086
10 H 1.537 -0.826 -3.750  C4 1.082
11 H -1.881 1.399 -1.028  C6 1.084
12 H 3.195 -0.183 -1.671  C1 1.092
13 H 2.790 1.289 -0.872  C1 1.091
14 H 0.444 1.989 -0.718  C7 1.084
15 H 3.156 1.307 -2.622  C1 1.088
16 C 1.353 -2.032 1.981  C20 1.502, H27 1.094, H28 1.092, H30 1.087
17 C -0.341 1.306 2.616  C18 1.392, C19 1.383, H23 1.085
18 C -1.683 0.985 2.434  C17 1.392, C21 1.383, H24 1.082
19 C 0.641 0.365 2.362  C17 1.383, C20 1.400, H25 1.083
20 C 0.304 -0.962 2.070  C16 1.502, C19 1.400, C22 1.391
21 C -2.021 -0.345 2.270  C18 1.383, C22 1.396, H26 1.081
22 C -1.039 -1.323 2.100  C20 1.391, C21 1.396, H29 1.083
23 H -0.060 2.332 2.829  C17 1.085
24 H -2.431 1.753 2.580  C18 1.082
25 H 1.696 0.505 2.559  C19 1.083
26 H -3.049 -0.670 2.196  C21 1.081
27 H 1.808 -2.051 0.986  C16 1.094
28 H 0.946 -3.037 2.116  C16 1.092
29 H -1.394 -2.345 2.149  C22 1.083
30 H 2.118 -1.918 2.746  C16 1.087

Summary:
**HOMO-LUMO gap**: 9.856 eV
**HOMO**: -8.906 eV
**LUMO**: 0.035 Ha
**SMILES**: Cc1ccccc1.Cc1ccccc1

Here are the natural (NBO) charges for atoms 1 to 6, given in e: number 1, C, carries -0.634; number 2, C, carries -0.197; number 3, C, carries -0.228; number 4, C, carries -0.227; number 5, C, carries -0.005; number 6, C, carries -0.192

## ii
Below is a 2-piece molecular cluster, C14H16 overall, with properties calculated with ωB97M-V/def2-TZVPD.

Each atom is followed by the atoms it is bonded to, with distances in Å.
Atoms and positions in Å:
1 C 1.817 2.487 1.592  C7 1.505, H13 1.088, H14 1.093, H15 1.087
2 C 0.515 2.553 -2.520  C3 1.375, C4 1.391, H8 1.082
3 C 1.658 3.222 -2.150  C2 1.375, C5 1.396, H9 1.079
4 C -0.175 1.830 -1.552  C2 1.391, C6 1.377, H10 1.080
5 C 2.037 3.282 -0.808  C3 1.396, C7 1.382, H11 1.088
6 C 0.192 1.905 -0.227  C4 1.377, C7 1.398, H12 1.086
7 C 1.335 2.605 0.172  C1 1.505, C5 1.382, C6 1.398
8 H 0.139 2.510 -3.534  C2 1.082
9 H 2.333 3.671 -2.863  C3 1.079
10 H -1.001 1.195 -1.840  C4 1.080
11 H 2.898 3.888 -0.533  C5 1.088
12 H -0.439 1.428 0.517  C6 1.086
13 H 1.416 1.566 2.013  C1 1.088
14 H 1.476 3.315 2.219  C1 1.093
15 H 2.895 2.392 1.692  C1 1.087
16 C -2.499 -2.293 2.236  C22 1.504, H28 1.090, H29 1.086, H30 1.089
17 C 0.171 -2.775 -1.076  C18 1.376, C19 1.396, H23 1.079
18 C -0.972 -3.536 -0.992  C17 1.376, C20 1.391, H24 1.085
19 C 0.370 -1.740 -0.161  C17 1.396, C21 1.383, H25 1.083
20 C -1.853 -3.395 0.075  C18 1.391, C22 1.385, H26 1.080
21 C -0.530 -1.545 0.871  C19 1.383, C22 1.401, H27 1.087
22 C -1.633 -2.396 1.010  C16 1.504, C20 1.385, C21 1.401
23 H 0.925 -2.870 -1.842  C17 1.079
24 H -1.088 -4.376 -1.669  C18 1.085
25 H 1.183 -1.044 -0.331  C19 1.083
26 H -2.643 -4.108 0.260  C20 1.080
27 H -0.361 -0.880 1.715  C21 1.087
28 H -2.438 -3.192 2.850  C16 1.090
29 H -3.554 -2.216 1.988  C16 1.086
30 H -2.175 -1.484 2.890  C16 1.089

Summary:
**HOMO-LUMO gap**: 9.960 eV
**HOMO**: -9.010 eV
**LUMO**: 0.035 Ha
**SMILES**: Cc1ccccc1.Cc1ccccc1

Here are the natural (NBO) charges for atoms 1 to 6, given in e: number 1, C, carries -0.632; number 2, C, carries -0.227; number 3, C, carries -0.205; number 4, C, carries -0.192; number 5, C, carries -0.218; number 6, C, carries -0.225

Q: Which of them is the least stable? A: i.